C11H9Cl3NO7RuS | the ωB97M-V functional and the def2-TZVPD basis

## Properties
Total charge: +1
ΔE to the lowest compared entry with this formula, charge and spin: 1408.6 kJ/mol
Multiplicity: 1

Element x y z (Å)
O: 3.447 3.080 -1.288
H: -3.080 1.228 1.707
O: 1.206 -3.725 -2.186
C: 0.146 0.840 1.651
C: -2.877 0.424 1.003
H: -4.089 0.015 -2.193
C: -3.465 -0.220 -1.342
O: -0.806 0.061 2.176
O: -0.040 1.636 0.745
C: 2.737 2.086 -0.838
H: 1.632 -0.408 2.612
Cl: -0.966 -3.840 2.251
Ru: 0.722 -0.035 -0.759
C: -1.773 -0.260 1.234
H: 2.615 2.628 1.192
O: 2.359 0.562 0.956
Cl: -0.927 -1.807 0.308
S: -0.797 -0.357 -2.398
C: 2.995 1.782 0.614
H: 3.237 3.266 -2.220
H: 0.588 -0.727 0.587
C: -0.015 -2.851 1.154
N: -2.033 -2.239 -0.791
H: 1.896 1.345 2.858
C: -2.409 -1.247 -1.668
C: 1.515 -2.696 -1.812
C: -3.732 0.371 -0.179
Cl: -2.974 -2.077 -3.156
H: 4.073 1.706 0.774
O: 1.938 1.475 -1.542
O: 1.899 -1.633 -1.456
H: -4.582 1.039 -0.154
C: 1.560 0.578 2.160



C2H4N3 | the ωB97M-V functional and the def2-TZVPD basis

## Properties
Total charge: +1
ΔE to the lowest compared entry with this formula, charge and spin: 531.0 kJ/mol
Multiplicity: 1

Element x y z (Å)
N: 1.198 -0.458 0.698
H: -1.935 0.534 0.264
C: -0.012 0.116 -2.257
N: -0.156 0.058 -3.382
C: 0.061 0.079 0.341
N: -1.065 0.457 0.840
H: 1.337 -0.923 1.687
H: -1.362 1.026 1.704
H: 1.935 -0.889 0.105



C7H9N3O | the ωB97M-V functional and the def2-TZVPD basis

## Properties
ΔE to the lowest compared entry with this formula, charge and spin: 566.4 kJ/mol
Multiplicity: 1

Element x y z (Å)
H: -0.175 0.602 1.722
C: -1.619 -0.658 -0.475
N: 2.091 -0.933 0.788
H: -3.279 -0.329 1.660
N: 0.239 1.987 0.139
H: -4.147 0.989 0.642
C: 1.527 0.233 0.332
O: -2.690 -0.018 -0.309
H: 3.305 -1.196 -0.883
H: 1.294 2.775 -1.550
H: -0.479 2.677 0.285
C: -3.412 0.218 0.743
H: 3.396 -2.433 0.506
H: -1.604 -2.636 -1.183
C: -1.048 -1.752 -0.883
C: 0.435 0.865 0.885
H: 0.023 -1.821 -0.955
N: 1.980 0.965 -0.740
C: 2.962 -1.532 0.096
C: 1.200 1.995 -0.821



C31H56Br14ClNO3P | the ωB97M-V functional and the def2-TZVPD basis

## Properties
Total charge: -1
Multiplicity: 1
E_tot: -38332.5569 a.u.

Element x y z (Å)
Br: -5.654 -2.743 0.850
H: 0.545 1.103 2.669
H: -1.541 -3.583 1.230
C: -2.187 -2.677 0.866
C: -5.348 -0.956 3.072
H: -0.242 4.705 1.549
C: 3.823 0.225 -0.776
N: -2.327 -0.872 -1.133
C: -1.742 -2.188 -0.670
P: -1.053 2.245 1.073
Br: 0.748 -1.583 -7.949
H: 8.707 -4.134 0.923
H: -1.388 2.839 -0.206
H: -0.229 2.682 3.420
C: 0.445 -6.841 1.989
H: 2.010 -5.974 3.189
H: 1.139 3.453 1.855
Br: 0.804 0.050 -4.639
H: 0.054 -3.500 7.648
C: 7.667 -4.105 0.586
C: 2.440 4.356 -0.406
H: 4.151 3.685 2.004
C: -0.018 0.098 -0.218
C: -1.037 -3.471 7.568
C: 3.173 2.904 -0.151
H: -3.235 -0.194 -3.074
Br: 5.707 -2.994 -1.187
O: -0.884 -2.961 -1.341
H: -4.551 -0.526 2.460
C: 0.229 3.713 1.129
H: -2.018 -1.711 1.542
H: -3.346 -2.870 0.877
C: 7.410 -2.870 -0.244
Br: 6.605 -4.090 2.222
Br: 0.488 -4.077 2.750
H: -2.413 -1.887 -3.166
C: -2.051 6.758 -2.659
C: -2.133 4.655 -7.555
H: -3.139 6.864 -2.691
H: -1.755 2.505 -7.394
H: 7.434 -5.037 0.063
C: 4.783 1.352 1.647
Br: -4.504 -2.199 4.316
C: -6.425 -1.640 2.263
H: 0.661 -6.444 0.994
H: -7.042 -0.902 1.741
H: 2.726 5.168 0.414
H: 0.441 -2.355 -4.199
H: 0.061 -0.599 4.673
O: -2.133 0.918 0.729
C: 1.226 -2.315 -6.205
C: -2.320 -0.820 -2.653
C: 4.651 0.064 0.631
Br: -0.616 3.509 -5.409
C: 0.322 -1.778 -5.121
Br: -1.469 -1.603 7.209
H: -1.738 5.598 -7.169
H: -1.475 -3.719 8.538
H: -1.073 -5.364 6.540
Br: -3.913 4.428 -6.790
H: 7.383 -1.949 0.344
C: -0.773 -0.708 3.826
Br: -1.737 4.867 -2.297
C: -0.462 1.701 2.796
H: 5.155 -0.958 0.938
H: 0.504 3.302 -1.206
O: 0.376 1.349 0.514
Cl: -1.573 1.507 5.384
H: 8.163 -2.771 -1.032
H: -7.070 -2.290 2.859
C: -1.437 7.172 -3.976
H: 0.327 -0.735 0.532
H: -1.578 1.062 -1.453
C: 0.805 4.081 -0.382
H: -1.295 -3.970 5.452
Br: 0.496 7.382 -3.819
H: 0.482 -6.193 4.080
C: 4.044 2.779 1.264
H: 2.773 4.809 -1.458
C: 3.070 1.621 -1.218
H: -0.347 3.491 -7.866
H: -0.735 -1.765 -5.402
C: -1.617 0.321 -0.520
H: -2.297 4.749 -8.632
H: -1.336 -0.340 -3.105
C: 0.919 -5.945 3.109
C: -1.512 -4.367 6.448
H: 0.561 -0.034 -1.247
H: 2.283 -2.087 -6.042
C: -1.486 0.757 3.649
H: 0.884 -7.838 2.081
H: 5.390 1.273 2.671
H: -0.159 -0.983 2.842
Br: -1.483 -7.126 2.082
H: 0.307 5.107 -0.705
H: -1.484 -1.573 4.168
H: 2.451 1.785 -2.200
Br: -3.439 -4.652 6.540
H: -2.112 3.009 1.726
H: -1.661 7.316 -1.803
H: -1.805 8.156 -4.280
H: -2.594 0.736 3.280
H: -1.616 6.456 -4.783
H: 1.103 -3.397 -6.308
H: -5.779 -0.173 3.703
H: 3.714 -0.694 -1.526
C: -1.252 3.466 -7.253



C57H147N18O8P5 | the ωB97M-V functional and the def2-TZVPD basis

## Properties
SMILES: CN(C)P(=O)(N(C)C)N(C)C.CN(C)P(=O)(N(C)C)N(C)C.CN(C)P(=O)(N(C)C)N(C)C.CN(C)P(=O)(N(C)C)N(C)C.CN(C)P(=O)(N(C)C)N(C)C.CC1(C)CCCC(C)(C)N1O.CC1(C)CCCC(C)(C)N1O.CC1(C)CCCC(C)(C)N1O
ΔE to the lowest compared entry with this formula, charge and spin: 0.0 kJ/mol
Multiplicity: 1

Element x y z (Å)
H: 3.745 1.459 5.601
C: 4.921 -3.698 -7.212
H: 0.713 1.701 3.182
H: 0.058 4.763 -0.809
H: 3.971 -2.512 -2.969
H: -5.085 5.873 0.370
C: 0.801 5.957 -3.876
H: -5.874 0.649 -3.493
H: 6.982 -7.009 -3.882
H: -2.694 6.940 3.389
H: 2.386 6.382 -5.307
H: 2.143 -3.589 -5.963
H: -5.527 3.214 -1.077
H: -0.789 -3.665 -1.160
C: 1.849 5.510 -4.908
H: -6.488 -7.502 1.094
C: 5.798 -2.280 8.532
H: -1.928 4.028 -2.022
H: -7.682 2.458 -4.445
C: -2.307 6.425 -0.559
H: -1.837 2.671 -3.070
H: -3.649 -10.757 0.784
C: 2.763 2.275 3.077
H: -1.870 -6.548 -1.128
H: -2.898 -2.504 1.596
P: 3.557 -0.978 7.591
H: 5.532 4.002 4.307
C: 3.002 -3.681 7.511
H: 2.330 4.222 4.042
N: 3.000 -0.977 9.170
P: -4.609 2.973 -4.527
O: 3.211 -6.525 -4.955
H: -3.426 -0.352 -4.878
H: -5.478 5.274 -6.066
H: -3.014 -5.191 -1.521
H: -3.438 0.732 -3.491
H: -6.807 1.553 -2.371
C: -3.230 0.675 -4.555
H: -5.495 4.487 -2.217
H: 0.146 -0.336 1.332
H: 1.763 0.591 4.081
H: 3.840 -3.773 8.183
H: 1.808 -1.974 -1.700
C: -4.135 1.457 -6.694
H: 1.240 -0.447 -1.036
H: 6.367 -0.450 6.292
C: 1.588 1.638 3.831
P: -2.064 4.760 1.513
H: 5.277 -7.554 -3.963
H: -5.548 5.445 1.974
C: -2.245 -2.639 0.727
H: -1.155 -1.128 -3.729
H: -3.707 2.515 0.944
H: -2.171 0.877 -4.737
H: 3.885 -6.920 -7.240
H: -4.048 2.940 2.674
N: -5.061 2.519 -2.992
H: 6.102 -7.319 -5.428
C: -1.508 -1.325 0.416
H: -1.530 6.345 -1.331
H: -3.235 1.933 -7.108
C: 5.275 1.868 1.639
H: -2.392 -9.636 0.299
H: 5.259 4.324 2.598
H: 1.347 -3.740 -4.350
N: 2.940 -2.345 6.941
H: 5.194 -6.224 -8.133
C: -2.269 -0.147 1.026
H: 5.592 0.840 1.435
C: 6.039 -6.907 -4.408
H: 6.709 -4.312 -3.153
H: 7.359 1.648 3.709
H: 0.989 1.793 -2.658
O: 3.254 0.233 6.807
O: 3.983 2.280 5.118
C: 2.478 3.768 3.061
N: 4.013 1.902 3.732
C: 2.209 -3.361 -4.896
H: 0.406 2.274 -4.276
H: -5.780 -6.533 -1.565
O: -0.941 4.534 -4.720
C: 1.993 5.205 -1.708
H: -5.153 -10.078 2.491
C: 4.209 -5.993 -7.704
H: 4.424 0.342 9.909
N: -1.835 6.239 0.793
H: -4.426 -4.275 1.446
H: -5.242 3.156 1.361
H: 3.151 -4.385 6.690
H: 3.316 4.334 2.653
H: 2.328 -2.277 -4.826
H: 6.146 1.265 4.922
H: -2.827 -2.980 -0.127
N: -6.009 3.365 -5.345
H: -0.191 -1.971 2.014
O: -3.658 4.088 -4.550
H: 3.529 -5.736 -8.520
H: -6.749 -5.747 1.037
C: -1.285 3.171 -2.281
H: 6.818 3.824 3.013
C: 3.942 2.148 0.893
C: -0.157 -1.353 1.116
H: 1.410 -1.467 5.749
H: 6.213 0.282 3.486
H: -3.488 -5.102 2.642
O: -2.331 -6.744 1.345
H: 6.818 -2.045 8.822
H: 5.261 -2.596 9.437
H: 3.001 -3.921 -2.346
H: -3.749 -9.275 3.243
H: 1.710 -3.175 5.440
H: -0.994 8.167 0.930
N: -0.136 4.872 -3.630
H: -7.255 4.965 -5.963
H: -1.845 0.819 0.723
C: 0.811 4.288 -1.434
H: -1.565 3.709 4.827
H: -2.898 -0.068 -1.610
H: -5.589 -8.161 -0.819
C: -0.594 -3.145 -2.106
C: -4.663 5.643 1.362
H: 7.468 -4.816 -4.630
H: -4.805 -7.806 -2.352
H: 6.009 2.503 1.131
H: -2.158 -0.195 2.113
H: 1.407 2.182 4.758
H: 0.756 -3.136 0.275
C: 5.322 2.199 3.143
H: -1.494 -3.269 -2.710
H: 6.139 -3.556 -4.658
H: 2.165 7.155 -2.872
H: 5.801 -3.196 7.924
H: 5.962 -3.809 -7.519
H: -3.870 -9.704 -0.632
C: 0.072 3.781 -2.692
H: 4.608 -4.155 -2.663
P: -3.681 -7.175 0.948
C: -4.183 3.220 1.626
C: 6.335 1.305 3.853
H: -1.859 4.715 -4.446
H: 3.202 -0.077 11.062
N: -4.868 -6.309 1.731
H: 1.170 -0.851 10.229
H: 2.858 -1.902 4.897
N: 3.466 -3.947 -4.426
C: -2.866 -6.275 -1.466
H: -0.676 6.895 -5.198
N: -3.721 4.569 1.350
N: 5.522 -5.541 -4.393
C: -6.289 -6.566 1.607
C: -7.120 2.440 -5.391
P: 4.040 -5.324 -5.146
H: -0.349 3.608 3.519
H: -3.973 3.731 -1.602
H: 1.828 2.987 -3.733
H: 1.627 4.027 2.422
H: 1.896 -1.929 0.800
H: -5.171 -4.690 3.062
C: -4.985 3.551 -1.970
C: 1.478 6.354 -2.570
N: 4.312 -4.916 -6.728
C: 1.573 -1.320 9.330
C: -3.479 -9.758 0.389
H: 4.266 -3.241 -7.962
N: -4.174 1.545 -5.234
H: -0.488 7.108 2.208
H: -7.843 2.760 -6.143
H: -2.419 6.049 4.866
N: -3.900 -6.953 -0.688
C: 6.513 -4.476 -4.220
C: 2.188 -2.232 5.692
H: -1.240 2.660 -1.317
H: -6.738 1.447 -5.615
H: -5.252 0.790 -1.819
N: -4.123 -8.749 1.222
C: 0.028 7.151 -4.412
H: 4.891 -2.953 -6.410
C: -4.506 -5.005 2.261
H: -2.893 -6.634 -2.505
H: 2.977 0.572 1.813
N: 5.182 -1.141 7.921
H: 4.080 1.692 -0.092
C: -6.280 4.803 -5.505
H: 0.132 6.891 0.509
H: -3.802 5.614 3.807
C: -1.022 4.271 4.056
H: -4.156 0.412 -6.999
H: 2.418 5.693 -0.827
C: 3.771 -3.582 -3.058
C: -5.771 1.304 -2.629
C: -2.762 5.944 3.840
H: -1.578 -3.420 1.102
H: -0.375 4.941 4.644
C: -4.578 -9.148 2.538
O: -2.606 -0.986 -1.653
C: -0.266 -0.921 -3.134
N: -1.881 5.026 3.143
H: 5.676 0.801 7.299
H: 2.031 -3.925 7.947
H: 0.671 -0.947 -3.685
H: 1.228 3.392 -0.980
H: -2.727 7.435 -0.658
H: 2.571 4.822 -4.483
C: -0.732 7.123 1.148
C: -0.326 -1.659 -1.791
H: 1.798 1.670 1.198
H: -4.966 2.035 -7.098
C: 5.778 3.664 3.301
H: 1.324 5.155 -5.796
H: 2.798 1.064 9.796
H: 0.726 7.917 -4.772
O: -1.266 3.672 0.927
H: -5.295 -8.452 2.968
C: 0.933 -2.055 0.298
H: -0.507 7.681 -3.616
H: 3.943 3.229 0.718
H: -6.762 -6.589 2.595
C: 0.868 2.627 -3.348
H: -4.200 6.567 1.701
H: 0.749 6.904 -1.954
H: 7.045 -0.111 7.923
C: 1.014 -1.519 -1.112
H: 1.397 -2.391 9.354
H: -3.324 -0.084 0.745
C: 3.355 0.142 10.002
H: 2.794 4.663 -2.220
H: -6.346 5.288 -4.520
H: 0.963 -0.829 8.556
H: -3.101 5.728 -0.811
C: 2.768 1.648 1.697
N: -1.354 -1.019 -1.004
H: 0.242 -3.717 -2.509
H: -0.407 0.141 -2.894
C: -5.103 -7.374 -1.393
C: 6.136 -0.189 7.331



C6H5N3O4S | the ωB97M-V functional and the def2-TZVPD basis

## Properties
ΔE to the lowest compared entry with this formula, charge and spin: 141.5 kJ/mol
Multiplicity: 1

Element x y z (Å)
C: 1.140 1.268 1.060
H: -0.785 -1.079 -2.223
H: 0.978 2.093 1.736
C: 2.509 -0.519 0.173
N: -2.886 -1.665 0.311
H: 3.441 -1.062 0.190
H: 3.133 0.824 1.714
C: 0.161 0.899 0.174
C: 2.334 0.552 1.044
O: -2.368 0.969 0.943
C: 0.333 -0.166 -0.708
N: -0.751 -0.345 -1.525
N: -1.755 0.489 -1.461
S: -1.522 1.466 -0.105
C: 1.518 -0.900 -0.712
O: -3.763 -1.909 1.062
O: -1.605 2.849 -0.448
H: 1.654 -1.731 -1.387
O: -1.764 -2.033 0.161



C2H5NO | the ωB97M-V functional and the def2-TZVPD basis

## Properties
SMILES: CN1CO1
ΔE to the lowest compared entry with this formula, charge and spin: 398.1 kJ/mol
Multiplicity: 1

Element x y z (Å)
N: 0.727 -0.692 -0.587
H: 2.185 0.799 -1.002
H: -1.256 0.137 -0.441
H: 0.875 1.403 0.029
H: -0.598 -0.771 1.041
H: -1.374 -1.632 -0.300
O: 1.605 -0.477 0.533
C: 1.428 0.552 -0.313
C: -0.804 -0.706 -0.056



C3H5N2 | the ωB97M-V functional and the def2-TZVPD basis

## Properties
Total charge: +1
SMILES: C#C/[NH+]=C/N
ΔE to the lowest compared entry with this formula, charge and spin: 449.6 kJ/mol
Multiplicity: 1

Element x y z (Å)
H: -2.939 -0.303 -0.245
C: 1.571 0.019 0.063
H: 3.749 -0.459 -0.265
N: -2.017 0.083 -0.058
H: 0.150 1.266 -0.378
C: -0.945 -0.376 0.363
C: 2.708 -0.342 0.015
H: -1.835 0.783 -0.757
N: 0.379 0.577 0.263
H: -0.822 -1.248 0.999



C6H28N2O6 | the ωB97M-V functional and the def2-TZVPD basis

## Properties
SMILES: CCC[C@H](C)NCN.O.O.O.O.O.O
ΔE to the lowest compared entry with this formula, charge and spin: 368.4 kJ/mol
Multiplicity: 1

Element x y z (Å)
H: 3.945 0.827 -0.092
O: -1.186 -2.629 2.399
H: -1.213 2.372 1.886
C: -0.719 0.642 0.581
N: 0.785 0.335 0.648
H: -2.157 0.831 -1.297
H: 1.018 1.122 -3.379
H: -0.674 -1.876 -0.870
H: 2.204 -2.097 1.520
H: -0.328 2.796 0.381
H: -2.862 -2.331 -2.497
N: 1.284 -1.785 1.657
H: -0.447 -2.445 3.001
H: 1.320 1.168 0.720
H: 1.977 -2.782 -0.707
O: 0.658 1.967 -3.252
H: -2.018 2.450 0.314
H: -3.369 1.326 0.441
H: 3.711 -0.859 -0.188
C: -1.083 2.132 0.868
C: 1.068 -0.310 1.908
H: 0.220 -0.325 2.640
H: 0.278 2.084 -2.356
H: -0.394 0.519 -1.462
H: 1.516 -1.270 -0.683
O: 2.904 2.991 0.219
O: 2.103 -1.942 -1.098
C: -1.269 0.332 -0.870
H: 2.688 3.637 -0.470
H: -0.831 -3.088 1.585
H: -3.429 0.307 1.426
C: -1.551 -1.282 -1.035
H: 0.543 -2.150 1.105
O: 4.288 -0.111 0.099
H: -2.247 -1.625 -0.232
H: 2.994 3.516 0.976
H: -2.898 -0.628 -2.617
H: -1.437 -1.258 -3.343
O: -4.053 0.890 0.981
C: -2.099 -1.349 -2.481
H: 2.076 -0.061 2.373
H: -1.313 -0.039 1.199



Which value of multiplicity does entry 5 give? 1



What is the multiplicity in the third record? 1



Please write out number 6 again, unchanged.
C6H5N3O4S | the ωB97M-V functional and the def2-TZVPD basis

## Properties
ΔE to the lowest compared entry with this formula, charge and spin: 141.5 kJ/mol
Multiplicity: 1

Element x y z (Å)
C: 1.140 1.268 1.060
H: -0.785 -1.079 -2.223
H: 0.978 2.093 1.736
C: 2.509 -0.519 0.173
N: -2.886 -1.665 0.311
H: 3.441 -1.062 0.190
H: 3.133 0.824 1.714
C: 0.161 0.899 0.174
C: 2.334 0.552 1.044
O: -2.368 0.969 0.943
C: 0.333 -0.166 -0.708
N: -0.751 -0.345 -1.525
N: -1.755 0.489 -1.461
S: -1.522 1.466 -0.105
C: 1.518 -0.900 -0.712
O: -3.763 -1.909 1.062
O: -1.605 2.849 -0.448
H: 1.654 -1.731 -1.387
O: -1.764 -2.033 0.161